{"formula": "C13H17OP", "method": "wB97M-V/def2-TZVPD", "homo_energy_ev": [-8.61, -7.41], "lumo_energy_ev": [-0.30, -0.47], "relative_energy_kcal_mol": 68.7, "symbols": ["C", "C", "C", "C", "C", "C", "C", "C", "C", "C", "C", "C", "C", "O", "P", "H", "H", "H", "H", "H", "H", "H", "H", "H", "H", "H", "H", "H", "H", "H", "H", "H"], "positions_angstrom": [[-1.672, 3.151, 0.389], [-0.925, 2.902, 1.564], [-1.688, 2.240, -0.684], [-0.214, 1.725, 1.559], [-1.016, 0.982, -0.602], [-0.152, 0.799, 0.560], [-1.163, 0.073, -1.753], [0.733, -2.004, -1.303], [-1.432, -2.154, 0.374], [1.481, -1.037, -0.243], [0.605, -0.443, 0.844], [2.311, 0.001, -0.894], [1.124, -0.794, 2.090], [-1.803, -2.593, -2.349], [-1.069, -1.778, -1.374], [-2.155, 4.123, 0.375], [-1.056, 3.345, 2.581], [-2.250, 2.685, -1.544], [0.219, 1.422, 2.577], [-2.173, 0.358, -2.281], [-0.325, 0.171, -2.514], [1.170, -1.700, -2.187], [0.918, -3.077, -1.084], [-0.558, -2.787, 0.619], [-2.369, -2.002, 0.930], [2.124, -1.705, 0.313], [2.931, -0.590, -1.596], [2.998, 0.693, -0.286], [1.713, 0.705, -1.532], [0.273, -0.715, 2.796], [1.934, -0.204, 2.428], [1.484, -1.793, 2.225]], "lowdin_charge": [-0.09, -0.08, -0.04, -0.08, -0.21, -0.15, -0.19, -0.20, -0.02, -0.37, -0.24, -0.07, -0.10, -0.36, 0.59, 0.09, 0.12, 0.12, 0.13, 0.13, 0.11, 0.05, 0.11, 0.02, 0.04, 0.11, 0.09, 0.12, 0.09, 0.11, 0.10, 0.09]}